# 1
This record from the Open Molecules 2025 dataset describes a 14-piece molecular cluster, C6H40N2O13 overall at a distorted geometry. The level of theory is ωB97M-V with the def2-TZVPD basis set.

CARTESIAN COORDINATES (ANGSTROEM)
1 C 1.9190 2.9181 -2.5826
2 N 1.2426 1.5682 -2.8477
3 C 0.8286 1.3548 -4.2758
4 C -0.6003 0.8313 -4.2326
5 C -1.1082 1.2096 -2.8815
6 C 0.0133 1.3892 -1.9583
7 C 0.3335 0.1254 -1.1139
8 N 0.0140 -1.2137 -1.7066
9 H 2.9786 3.0459 -2.7419
10 H 1.5822 3.4043 -1.6599
11 H 1.5945 3.6037 -3.3768
12 H 1.5137 0.5199 -4.6377
13 H 1.0956 2.1600 -4.9252
14 H -0.7241 -0.2532 -4.2616
15 H -1.2546 1.0449 -5.1285
16 H -1.6443 2.1406 -2.9714
17 H -1.9184 0.5300 -2.5893
18 H -0.1996 2.2828 -1.3912
19 H -0.3280 0.1385 -0.2463
20 H 1.4215 0.1747 -0.9233
21 H -0.9973 -1.1555 -1.9178
22 H 0.6443 -1.3277 -2.5240
23 H -1.1760 4.6898 1.1391
24 H -0.8894 4.2601 -0.2721
25 O -0.6294 4.0522 0.6259
26 H -0.2652 -3.2502 -0.8351
27 H 0.1472 -4.6989 -1.2511
28 O -0.5243 -4.1794 -0.8099
29 H -0.3436 2.5390 1.4554
30 H -0.2515 1.7849 2.9132
31 O -0.2847 1.6915 1.9355
32 H -1.6701 -1.1116 1.4731
33 H -1.2849 0.3410 1.4685
34 O -2.0939 -0.2235 1.3509
35 H 4.4594 0.7496 2.2871
36 H 3.1627 1.0598 1.4522
37 O 3.4936 0.6451 2.2512
38 H -0.8910 0.0338 4.8415
39 H 0.5224 0.4590 4.3843
40 O -0.4051 0.7720 4.4377
41 H -2.9236 1.2249 -1.0268
42 H -3.5771 1.9402 -2.0827
43 O -3.1529 2.1749 -1.2295
44 H 0.3900 -0.0072 2.2544
45 H 1.3437 -0.7978 1.3905
46 O 0.7729 -0.9047 2.1541
47 H -2.6058 -0.5212 -0.2784
48 H -3.3987 -1.5715 -1.2254
49 O -2.8793 -0.7712 -1.2018
50 H 2.6198 0.6268 3.8914
51 H 2.1378 -0.7305 4.3601
52 O 2.2387 0.1820 4.6339
53 H 1.3755 -2.3833 -1.0581
54 H 2.3950 -3.7450 -1.3018
55 O 2.0774 -2.9827 -0.8380
56 H 1.0481 -2.8851 2.0234
57 H 0.7716 -4.3466 1.4933
58 O 0.8247 -3.7939 2.3389
59 H -0.9193 -3.4960 2.3438
60 H -2.2151 -3.4432 1.3778
61 O -1.7840 -3.0946 2.1515

Output
Spin multiplicity: 2
Net charge: +1
E_LUMO (alpha / beta) (eV): -2.978 / -7.596
<S²>: 0.754
Orbital gap (alpha / beta) (eV): 9.7 / 5.1
HOMO level (alpha / beta) (eV): -12.71 / -12.71

---

# 2
This record from the Open Molecules 2025 dataset describes the molecule C2H4O2S2 at a distorted geometry. The level of theory is ωB97M-V with the def2-TZVPD basis set.

CARTESIAN COORDINATES (ANGSTROEM)
1 C 0.5581 0.1363 0.3014
2 C -0.7187 0.1010 -0.0787
3 O 0.1966 -2.2189 -1.7117
4 O 0.8782 -0.0113 -2.4956
5 S 2.8062 -1.4179 -0.8778
6 S 1.0258 -1.0529 -1.5630
7 H 1.1960 0.9933 -0.0534
8 H 0.9726 -0.5260 1.0593
9 H -1.2570 -0.8850 0.0154
10 H -1.1831 0.9200 -0.5661

Output
Net charge: 0
E_LUMO (eV): -1.655
Orbital gap (eV): 7.9
HOMO level (eV): -9.58